Entry 1:
# C4H6LiO2Pb

C4H6LiO2Pb as an isolated structure at a distorted geometry (the ωB97M-V functional and the def2-TZVPD basis, OMol25).

Summary:
Energy relative to the best compared isomer or geometry (same formula, charge and spin) ... 0.0000 eV
LUMO ... -4.2 eV
M ... 300.23 Da
Kohn-Sham gap ... 7.053 eV
Largest force on an atom ... 0.1134 hartree/bohr
Total charge ... +1
E_HOMO ... -11.21 eV

CARTESIAN COORDINATES (ANGSTROEM)
O1 -2.2544 -1.2368 -0.5024
C1 -1.7414 0.0231 -0.6280
C2 -0.5244 0.2767 -1.0936
Li1 -3.8075 -1.7133 0.2055
Pb1 -0.2871 -1.8499 -0.5023
H1 -2.1186 0.9450 -0.0530
C3 0.5625 1.1289 -0.3268
C4 1.6631 0.2841 0.3245
O2 1.0696 -0.9136 0.8964
H2 0.0651 1.7344 0.4543
H3 1.0871 1.8183 -1.0091
H4 2.1670 0.8255 1.1362
H5 2.4347 0.0090 -0.4082
H6 1.6844 -1.3316 1.5066

Forces on atoms 1 to 6 (eV/Å):
O -3.7 1.6 -0.3
C -0.3 4.3 2.1
C 2.7 -1.8 0.7
Li 0.0 0.0 -0.1
Pb 2.7 -4.6 -2.3
H -0.9 -1.7 -0.4

Entry 2:
# C4H6LiOYb

C4H6LiOYb as an isolated structure at a distorted geometry (the ωB97M-V functional and the def2-TZVPD basis, OMol25).

Summary:
LUMO ... -4.3 eV
M ... 250.07 Da
Kohn-Sham gap ... 5.931 eV
Largest force on an atom ... 0.0412 hartree/bohr
Total charge ... +1
E_HOMO ... -10.21 eV

CARTESIAN COORDINATES (ANGSTROEM)
C1 -1.8894 -0.8760 0.3134
C2 -2.5974 0.3488 0.1549
H1 -1.3208 -0.9493 1.2495
H2 -2.2356 -1.7913 -0.1906
H3 -2.8300 0.9304 1.0568
H4 -3.2698 0.4604 -0.7096
Li1 -4.3440 -1.0481 0.8730
O1 1.4939 0.8018 -0.5291
C3 1.2079 -0.4661 -0.8597
C4 -0.0647 -0.8613 -1.1265
Yb1 -0.2312 1.7878 -1.2445
H5 -0.1798 -1.8461 -1.5900
H6 2.0715 -1.1515 -0.9160

Forces on atoms 1 to 6 (eV/Å):
C 1.4 1.2 -1.1
C -1.5 -0.5 0.6
H -0.3 -0.5 -0.5
H 0.7 0.3 0.1
H 0.4 0.3 -0.4
H 0.2 0.1 0.2

Entry 3:
# C4H6N

An isolated ion of composition C4H6N and charge +1 at a distorted geometry (the ωB97M-V functional and the def2-TZVPD basis, OMol25).

Summary:
Energy relative to the best compared isomer or geometry (same formula, charge and spin) ... 0.6348 eV
LUMO ... -4.4 eV
M ... 68.10 Da
Kohn-Sham gap ... 10.438 eV
Largest force on an atom ... 0.0795 hartree/bohr
Total charge ... +1
E_HOMO ... -14.82 eV

CARTESIAN COORDINATES (ANGSTROEM)
C1 0.7327 -1.1850 0.0162
C2 1.2339 0.0508 -0.0313
N1 0.0193 1.0619 0.0798
C3 -1.2224 0.0779 -0.0005
C4 -0.7468 -1.1776 -0.0421
H1 1.4564 -2.1237 0.0108
H2 2.1981 0.5624 -0.1315
H3 -0.1519 1.7985 0.7701
H4 -0.1601 1.4737 -0.8470
H5 -2.2257 0.5168 -0.1168
H6 -1.5020 -2.1026 -0.0686

Forces on atoms 1 to 6 (eV/Å):
C 1.7 -1.5 -0.4
C -1.3 1.8 1.0
N -1.9 -2.8 -2.3
C 1.3 0.0 0.4
C -2.0 -1.0 0.5
H -1.9 2.1 -0.1

Entry 4:
# C4H6N

An isolated ion of composition C4H6N and charge +1 at a distorted geometry (the ωB97M-V functional and the def2-TZVPD basis, OMol25).

Summary:
Energy relative to the best compared isomer or geometry (same formula, charge and spin) ... 6.3940 eV
LUMO ... -6.4 eV
M ... 68.10 Da
Kohn-Sham gap ... 7.973 eV
Largest force on an atom ... 0.0897 hartree/bohr
Total charge ... +1
E_HOMO ... -14.41 eV

CARTESIAN COORDINATES (ANGSTROEM)
C1 -0.0449 -0.1845 -0.6519
C2 1.5837 0.0532 -0.1472
C3 -1.5626 -0.0365 -0.4900
C4 -0.7922 -0.1613 -1.7466
N1 1.5862 0.0608 1.3264
H1 -2.3559 -0.7533 -0.1852
H2 -1.9581 0.9918 -0.3429
H3 -1.0664 -0.3369 -2.7495
H4 1.0423 0.9453 1.3753
H5 2.5031 0.2666 1.8949
H6 1.0648 -0.8452 1.7168

Forces on atoms 1 to 6 (eV/Å):
C 3.8 0.8 1.1
C -3.6 -0.9 -2.7
C -1.1 1.2 0.4
C 0.5 -0.7 1.7
N -0.4 -1.2 1.7
H 1.1 -0.1 -0.1

Entry 5:
# C4H6N2

C4H6N2 in the gas phase at a distorted geometry (the ωB97M-V functional and the def2-TZVPD basis, OMol25).

Summary:
Energy relative to the best compared isomer or geometry (same formula, charge and spin) ... 3.9964 eV
LUMO (alpha / beta) ... -0.1 / -0.1 eV
M ... 82.11 Da
Kohn-Sham gap (alpha / beta) ... 7.754 / 7.128 eV
Largest force on an atom ... 0.0367 hartree/bohr
E_HOMO (alpha / beta) ... -7.82 / -7.19 eV

CARTESIAN COORDINATES (ANGSTROEM)
C1 -1.7190 -0.2659 0.1989
N1 -0.3609 -0.1728 0.2678
C2 0.7332 -0.9142 0.4529
C3 1.7970 -0.1660 -0.1592
N2 1.4276 0.9913 -0.6430
C4 0.0593 1.1080 -0.2702
H1 -0.9201 1.2798 -0.8424
H2 -2.0828 -0.3329 -0.8231
H3 -2.2690 -0.8204 0.9335
H4 0.6931 -1.9564 0.7406
H5 2.8119 -0.5483 -0.2880
H6 -0.0687 1.9015 0.4761

Forces on atoms 1 to 6 (eV/Å):
C -0.4 -1.1 0.3
N -0.1 0.1 0.0
C 0.0 0.1 0.2
C -0.1 0.1 0.0
N -0.1 -0.3 -0.3
C -0.8 0.1 -0.1

Entry 6:
# C4H6N2

C4H6N2 in the gas phase at a distorted geometry (the ωB97M-V functional and the def2-TZVPD basis, OMol25).

Summary:
Energy relative to the best compared isomer or geometry (same formula, charge and spin) ... 2.8086 eV
LUMO ... 0.5 eV
M ... 82.11 Da
Kohn-Sham gap ... 10.577 eV
Largest force on an atom ... 0.0613 hartree/bohr
E_HOMO ... -10.03 eV

CARTESIAN COORDINATES (ANGSTROEM)
C1 0.8901 1.1401 0.7541
N1 0.4111 -0.1992 0.4704
C2 0.4478 -0.6905 -0.8883
C3 -0.8351 -0.2923 -0.2310
C4 -1.8527 -1.1144 0.4398
N2 -2.2993 -2.1562 0.2226
H1 0.3997 1.5078 1.6623
H2 0.6978 1.8559 -0.0643
H3 1.9672 1.0974 0.9344
H4 0.7079 -1.7343 -1.0200
H5 0.7925 -0.0110 -1.6762
H6 -1.3269 0.5966 -0.6038

Forces on atoms 1 to 6 (eV/Å):
C 0.3 0.2 0.0
N 0.2 0.6 -0.1
C -0.3 -0.3 0.0
C -0.4 1.4 1.2
C 1.1 -1.8 -2.4
N -1.2 -0.3 1.2

Entry 7:
# C4H6N2

C4H6N2 in the gas phase (the ωB97M-V functional and the def2-TZVPD basis, OMol25).

Summary:
Energy relative to the best compared isomer or geometry (same formula, charge and spin) ... 3.7321 eV
LUMO ... 0.7 eV
M ... 82.11 Da
Kohn-Sham gap ... 8.488 eV
Largest force on an atom ... 0.0125 hartree/bohr
E_HOMO ... -7.80 eV

CARTESIAN COORDINATES (ANGSTROEM)
N1 2.1331 -0.2525 0.1964
C1 0.7663 0.0838 0.0111
C2 0.1568 1.2889 -0.2546
C3 -1.3036 0.8746 -0.1884
C4 -1.3948 -0.5685 -0.0367
N2 -0.1508 -0.9788 0.1123
H1 2.5466 -0.6317 -0.6514
H2 2.6321 0.6120 0.3748
H3 -1.1647 1.3374 0.8255
H4 -2.1003 1.4202 -0.6895
H5 -2.2378 -1.2505 -0.0251
H6 0.1172 -1.9349 0.3256

Forces on atoms 1 to 6 (eV/Å):
N 0.1 0.1 -0.1
C 0.0 0.1 -0.1
C 0.2 -0.6 -0.3
C -0.1 0.1 -0.1
C 0.3 0.2 0.1
N -0.1 0.1 0.0

Entry 8:
# C4H6N2

C4H6N2 in the gas phase (the ωB97M-V functional and the def2-TZVPD basis, OMol25).

Summary:
Energy relative to the best compared isomer or geometry (same formula, charge and spin) ... 3.6145 eV
LUMO ... 0.8 eV
M ... 82.11 Da
Kohn-Sham gap ... 8.444 eV
Largest force on an atom ... 0.0074 hartree/bohr
E_HOMO ... -7.65 eV

CARTESIAN COORDINATES (ANGSTROEM)
N1 -1.8326 0.6352 -0.1124
C1 -0.5109 0.0309 -0.0009
C2 0.3587 1.0612 -0.2543
N2 1.5909 0.4623 -0.1451
C3 1.4737 -0.8805 0.1633
C4 0.1384 -1.2014 0.2654
H1 -2.3871 0.6826 0.7420
H2 -2.4161 0.3158 -0.8852
H3 -1.0845 1.6140 -0.3495
H4 2.4752 0.9272 -0.2708
H5 2.3474 -1.5081 0.2878
H6 -0.2704 -2.1763 0.4969

Forces on atoms 1 to 6 (eV/Å):
N -0.3 0.1 0.0
C 0.1 0.2 0.0
C 0.2 -0.3 0.1
N 0.1 -0.1 0.0
C 0.0 0.0 0.0
C 0.0 0.0 0.0

Entry 9:
# C4H6N2

C4H6N2 in the gas phase at a distorted geometry (the ωB97M-V functional and the def2-TZVPD basis, OMol25).

Summary:
Energy relative to the best compared isomer or geometry (same formula, charge and spin) ... 4.7067 eV
LUMO (alpha / beta) ... -0.3 / -0.3 eV
M ... 82.11 Da
Kohn-Sham gap (alpha / beta) ... 7.653 / 7.653 eV
Largest force on an atom ... 0.0652 hartree/bohr
E_HOMO (alpha / beta) ... -7.96 / -7.96 eV

CARTESIAN COORDINATES (ANGSTROEM)
H1 0.3009 0.3159 3.1078
N1 -0.1354 0.6757 2.2640
C1 0.2271 0.2283 1.1527
C2 -0.2513 0.0374 -0.1681
C3 -0.8345 1.0869 -1.0557
C4 0.4950 -1.0471 -0.5141
N2 0.6175 -2.0918 -1.1262
H2 1.2753 -0.5216 0.9221
H3 -1.4213 0.6299 -1.8555
H4 -0.0626 1.7097 -1.5176
H5 -1.4706 1.7552 -0.4706
H6 1.2599 -2.7784 -0.7388

Forces on atoms 1 to 6 (eV/Å):
H 0.3 0.1 -0.4
N -0.3 0.6 -0.3
C 2.0 -2.7 0.5
C 0.7 1.9 0.0
C -0.7 -0.2 -0.4
C -2.3 0.4 -1.9

Entry 10:
# C4H6N2

C4H6N2 in the gas phase at a distorted geometry (the ωB97M-V functional and the def2-TZVPD basis, OMol25).

Summary:
Energy relative to the best compared isomer or geometry (same formula, charge and spin) ... 1.7543 eV
LUMO ... 0.9 eV
M ... 82.11 Da
Kohn-Sham gap ... 11.116 eV
Largest force on an atom ... 0.0221 hartree/bohr
E_HOMO ... -10.21 eV

CARTESIAN COORDINATES (ANGSTROEM)
N1 1.5766 2.4745 -0.1988
C1 1.3505 1.3853 -0.5131
C2 0.9780 -0.0002 -0.7940
C3 0.0727 -0.4490 0.3416
C4 -1.2862 0.1352 0.5355
N2 -1.0463 -1.2760 0.0032
H1 0.4372 -0.0726 -1.7436
H2 1.8838 -0.6134 -0.8887
H3 0.6106 -0.7088 1.2549
H4 -1.7714 0.7967 -0.1935
H5 -1.6790 0.3818 1.5350
H6 -1.1265 -2.0536 0.6617

Forces on atoms 1 to 6 (eV/Å):
N -0.1 -1.0 -0.4
C 0.3 1.1 0.2
C 0.0 0.1 0.0
C 0.2 0.4 0.2
C -0.2 -0.7 -0.2
N -0.5 0.4 0.4

Entry 11:
# C4H6N2

C4H6N2 in the gas phase at a distorted geometry (the ωB97M-V functional and the def2-TZVPD basis, OMol25).

Summary:
Energy relative to the best compared isomer or geometry (same formula, charge and spin) ... 3.3669 eV
LUMO ... 0.8 eV
M ... 82.11 Da
Kohn-Sham gap ... 9.437 eV
Largest force on an atom ... 0.1590 hartree/bohr
E_HOMO ... -8.65 eV

CARTESIAN COORDINATES (ANGSTROEM)
H1 -2.6132 -0.5880 -0.4524
N1 -2.1708 0.3507 -0.0157
C1 -1.0154 0.0202 0.1131
C2 -0.1041 1.2266 0.0728
C3 1.1984 0.8304 -0.0553
C4 1.1057 -0.6339 -0.0121
N2 -0.2920 -1.0902 -0.1019
H2 -0.6332 2.1821 -0.0969
H3 1.9571 1.5554 0.0017
H4 1.7169 -0.8371 -0.9072
H5 1.3843 -0.8898 0.9773
H6 -0.5337 -2.1264 0.4767

Forces on atoms 1 to 6 (eV/Å):
H 0.1 2.4 1.6
N -7.3 -3.2 -2.0
C 4.1 3.5 -0.4
C 1.4 -0.4 -0.3
C -5.6 1.8 1.2
C 1.6 -0.8 -0.7

Entry 12:
# C4H6N2

C4H6N2 in the gas phase at a distorted geometry (the ωB97M-V functional and the def2-TZVPD basis, OMol25).

Summary:
Energy relative to the best compared isomer or geometry (same formula, charge and spin) ... 1.4983 eV
LUMO ... 0.7 eV
M ... 82.11 Da
Kohn-Sham gap ... 9.275 eV
Largest force on an atom ... 0.0896 hartree/bohr
E_HOMO ... -8.58 eV

CARTESIAN COORDINATES (ANGSTROEM)
C1 -1.3961 -0.7720 0.0247
C2 0.0509 -0.1257 0.0377
N1 0.4931 -0.0392 1.3478
C3 0.6523 0.3480 -1.0763
C4 1.4965 1.4352 -0.9198
N2 2.4644 2.0807 -0.7787
H1 -1.9385 -0.9111 0.9804
H2 -2.1120 -0.1913 -0.6696
H3 -1.3826 -1.7817 -0.4963
H4 -0.1505 -0.1971 2.0866
H5 1.5001 -0.0399 1.5094
H6 0.3227 0.1941 -2.0457

Forces on atoms 1 to 6 (eV/Å):
C -0.4 -0.2 -2.6
C -3.0 -1.2 1.8
N 1.3 0.4 -2.0
C -0.9 0.3 1.8
C 4.5 0.8 0.4
N -2.1 -0.3 -0.2

Entry 13:
# C4H6N2

A 2-piece molecular cluster, C4H6N2 overall at a distorted geometry (the ωB97M-V functional and the def2-TZVPD basis, OMol25).

Summary:
Energy relative to the best compared isomer or geometry (same formula, charge and spin) ... 2.0282 eV
LUMO ... 0.7 eV
M ... 82.11 Da
Kohn-Sham gap ... 10.982 eV
Largest force on an atom ... 0.0224 hartree/bohr
E_HOMO ... -10.26 eV

CARTESIAN COORDINATES (ANGSTROEM)
C1 -0.0092 -1.2652 -1.3240
C2 1.2153 -0.7653 -1.4938
C3 1.6167 0.4718 -0.8798
N1 1.9447 1.4699 -0.3899
H1 -0.7446 -0.7719 -0.6885
H2 -0.2822 -2.2019 -1.8017
H3 1.9693 -1.2624 -2.0970
C4 -0.8598 1.1415 1.7266
N2 -1.4897 0.1577 1.2302
H4 -0.0179 1.5639 1.1745
H5 -1.0998 1.6050 2.6908
H6 -2.2428 -0.1430 1.8526

Forces on atoms 1 to 6 (eV/Å):
C 0.1 0.0 0.0
C -0.2 -0.1 0.0
C 0.3 0.9 0.4
N -0.3 -1.0 -0.5
H 0.2 -0.1 -0.1
H 0.1 0.1 0.0

Entry 14:
# C4H6N2

A 2-piece molecular cluster, C4H6N2 overall at a distorted geometry (the ωB97M-V functional and the def2-TZVPD basis, OMol25).

Summary:
Energy relative to the best compared isomer or geometry (same formula, charge and spin) ... 5.0331 eV
LUMO (alpha / beta) ... 0.3 / 0.3 eV
M ... 82.11 Da
Kohn-Sham gap (alpha / beta) ... 8.432 / 8.431 eV
Largest force on an atom ... 0.0217 hartree/bohr
E_HOMO (alpha / beta) ... -8.16 / -8.16 eV

CARTESIAN COORDINATES (ANGSTROEM)
C1 -0.9529 0.8665 1.1581
N1 -0.1690 0.4250 0.2412
C2 0.0343 0.4691 -1.2072
C3 0.8735 -0.2659 -0.2416
C4 2.2072 -0.3673 0.1674
N2 3.3170 -0.5006 0.4921
H1 -0.7179 0.6739 2.1990
H2 -1.5526 -2.0653 -0.1131
H3 -1.8431 1.4098 0.8636
H4 0.3089 1.4569 -1.5835
H5 -0.6980 -0.0772 -1.8054
H6 -0.8074 -2.0250 -0.1706

Forces on atoms 1 to 6 (eV/Å):
C 0.0 0.0 0.0
N 0.1 -0.1 0.0
C -0.1 0.1 -0.2
C -0.1 0.1 0.1
C 0.9 -0.1 0.3
N -1.1 0.1 -0.3

Entry 15:
# C4H6N2

C4H6N2 in the gas phase (the ωB97M-V functional and the def2-TZVPD basis, OMol25).

Summary:
Energy relative to the best compared isomer or geometry (same formula, charge and spin) ... 2.5178 eV
LUMO ... 0.8 eV
M ... 82.11 Da
Kohn-Sham gap ... 7.622 eV
Largest force on an atom ... 0.0107 hartree/bohr
E_HOMO ... -6.80 eV

CARTESIAN COORDINATES (ANGSTROEM)
N1 2.1570 0.0535 0.0960
C1 0.8956 0.2836 0.1645
C2 -0.1385 1.2354 0.1925
C3 -1.3550 0.5836 -0.1642
C4 -1.2214 -0.7570 -0.3411
N2 0.1631 -1.0566 0.0563
H1 0.8007 -1.5714 -0.5535
H2 2.7334 0.8843 0.1015
H3 0.0031 2.3044 0.2577
H4 -2.3048 1.0947 -0.3003
H5 -1.9311 -1.5552 -0.4880
H6 0.1980 -1.4991 0.9786

Forces on atoms 1 to 6 (eV/Å):
N 0.0 0.4 0.1
C 0.0 -0.1 0.0
C 0.2 0.0 -0.1
C 0.0 -0.1 -0.1
C -0.1 0.1 0.0
N 0.1 -0.1 0.0

Entry 16:
# C4H6N2

C4H6N2 in the gas phase (the ωB97M-V functional and the def2-TZVPD basis, OMol25).

Summary:
Energy relative to the best compared isomer or geometry (same formula, charge and spin) ... 3.3872 eV
LUMO ... 1.1 eV
M ... 82.11 Da
Kohn-Sham gap ... 9.491 eV
Largest force on an atom ... 0.0076 hartree/bohr
E_HOMO ... -8.35 eV

CARTESIAN COORDINATES (ANGSTROEM)
N1 1.8073 -0.1346 -0.5272
C1 0.5043 -0.1498 0.0292
C2 -0.1586 1.0988 0.6232
C3 -1.3703 0.7234 0.2013
C4 -0.8524 -0.5729 -0.4223
N2 -0.0690 -1.3648 0.5510
H1 1.9656 -0.9674 -1.0853
H2 1.9122 0.6822 -1.1216
H3 0.2257 1.8946 1.2535
H4 -2.3692 1.1293 0.3257
H5 -1.1823 -1.0596 -1.3335
H6 -0.4134 -1.2792 1.5061

Forces on atoms 1 to 6 (eV/Å):
N -0.1 0.0 -0.2
C 0.1 0.1 0.0
C -0.1 0.0 0.1
C 0.0 0.1 0.1
C -0.2 0.0 -0.3
N 0.0 0.0 0.3

Entry 17:
# C4H6N2

C4H6N2 in the gas phase at a distorted geometry (the ωB97M-V functional and the def2-TZVPD basis, OMol25).

Summary:
Energy relative to the best compared isomer or geometry (same formula, charge and spin) ... 5.1464 eV
LUMO ... 1.0 eV
M ... 82.11 Da
Kohn-Sham gap ... 10.534 eV
Largest force on an atom ... 0.1085 hartree/bohr
E_HOMO ... -9.50 eV

CARTESIAN COORDINATES (ANGSTROEM)
C1 1.2224 -0.6388 0.1757
N1 0.5537 -1.5492 -0.2860
N2 -0.6683 -0.8673 -0.9452
C2 -1.2914 -0.4660 0.4498
C3 -0.6131 0.6027 -0.3628
C4 0.7907 0.8156 -0.1546
H1 2.2907 -0.5629 0.2839
H2 -0.8910 -0.8575 1.5078
H3 -2.3221 -0.5407 0.4364
H4 -1.1550 1.5067 -0.8669
H5 0.6052 1.5558 0.7306
H6 1.4781 1.0017 -0.9687

Forces on atoms 1 to 6 (eV/Å):
C 3.2 4.6 -0.2
N -1.9 -0.9 -2.8
N -0.8 -0.2 4.1
C 1.7 0.3 0.4
C -2.3 -1.2 -2.8
C -0.2 -0.1 3.9

Entry 18:
# C4H6N2

C4H6N2 in the gas phase (the ωB97M-V functional and the def2-TZVPD basis, OMol25).

Summary:
Energy relative to the best compared isomer or geometry (same formula, charge and spin) ... 4.3411 eV
LUMO ... -0.4 eV
M ... 82.11 Da
Kohn-Sham gap ... 8.634 eV
Largest force on an atom ... 0.0108 hartree/bohr
E_HOMO ... -8.99 eV

CARTESIAN COORDINATES (ANGSTROEM)
C1 -1.9038 -0.2173 0.0180
C2 -0.3752 -0.0162 -0.0187
C3 -0.3359 1.3388 -0.1409
N1 2.1901 0.4958 -0.0135
C4 1.7588 -0.7015 -0.1398
N2 0.4173 -1.0436 -0.0858
H1 -2.5194 0.6878 0.1185
H2 -2.0798 -0.8578 0.8821
H3 -2.1820 -0.7108 -0.9118
H4 -0.6102 1.9690 0.7111
H5 3.2064 0.5300 -0.1275
H6 2.4121 -1.5679 -0.3081

Forces on atoms 1 to 6 (eV/Å):
C -0.2 -0.2 0.0
C -0.1 0.1 0.0
C 0.5 -0.2 0.1
N -0.2 -0.2 0.0
C 0.0 0.2 0.0
N -0.1 0.2 0.0